{
  "formula": "C45H42IN4O12",
  "method": "wB97M-V/def2-TZVPD",
  "elements": ["C", "C", "C", "N", "C", "N", "C", "N", "C", "I", "C", "C", "N", "C", "H", "H", "H", "H", "H", "H", "H", "H", "H", "H", "H", "H", "H", "H", "H", "H", "H", "H", "C", "C", "C", "O", "C", "C", "C", "O", "H", "H", "H", "H", "C", "C", "C", "O", "C", "C", "C", "O", "H", "H", "H", "H", "C", "C", "C", "O", "C", "C", "C", "O", "H", "H", "H", "H", "C", "C", "C", "O", "C", "C", "C", "O", "H", "H", "H", "H", "C", "C", "C", "O", "C", "C", "C", "O", "H", "H", "H", "H", "C", "C", "C", "O", "C", "C", "C", "O", "H", "H", "H", "H"],
  "positions_angstrom": [[2.61, -0.23, 2.07], [3.68, 0.63, 2.62], [3.74, 2.30, 2.45], [5.24, 2.64, 2.52], [3.04, 2.92, 3.78], [2.11, 4.08, 3.58], [1.30, 3.74, 2.34], [-0.01, 3.36, 2.52], [-1.15, 3.62, 1.56], [-0.98, 2.63, -0.39], [-2.58, 3.06, 2.23], [-2.50, 1.46, 2.64], [2.05, 3.79, 1.02], [3.19, 2.81, 1.01], [2.63, -0.41, 0.89], [1.74, -0.73, 2.67], [4.54, 0.13, 3.27], [5.81, 1.89, 2.07], [5.42, 3.59, 2.11], [2.53, 2.04, 4.38], [3.92, 3.31, 4.48], [2.59, 5.00, 3.51], [-0.24, 2.89, 3.44], [-1.36, 4.77, 1.34], [-3.45, 3.20, 1.44], [-2.81, 3.71, 3.20], [-1.64, 0.87, 2.05], [-2.17, 1.41, 3.78], [-3.55, 0.94, 2.52], [2.43, 4.77, 0.88], [4.08, 3.33, 0.41], [2.85, 1.91, 0.30], [0.61, 7.03, 0.03], [-0.31, 7.76, -0.60], [0.06, 8.67, -1.70], [-0.78, 9.35, -2.28], [1.49, 8.74, -2.07], [2.41, 8.01, -1.44], [2.04, 7.10, -0.34], [2.88, 6.43, 0.24], [0.36, 6.36, 0.84], [-1.36, 7.72, -0.35], [1.75, 9.42, -2.88], [3.46, 8.05, -1.70], [-1.36, -3.44, 1.96], [-1.16, -4.60, 1.33], [-0.24, -4.71, 0.18], [-0.07, -5.77, -0.40], [0.46, -3.48, -0.24], [0.27, -2.32, 0.39], [-0.65, -2.21, 1.54], [-0.83, -1.15, 2.12], [-2.03, -3.34, 2.80], [-1.67, -5.51, 1.63], [1.13, -3.57, -1.08], [0.78, -1.41, 0.09], [2.91, 1.54, -5.02], [3.83, 2.51, -5.02], [3.84, 3.56, -3.98], [4.69, 4.44, -3.98], [2.79, 3.50, -2.95], [1.87, 2.53, -2.95], [1.86, 1.48, -3.98], [1.02, 0.60, -3.98], [2.89, 0.76, -5.77], [4.61, 2.56, -5.77], [2.81, 4.28, -2.19], [1.09, 2.48, -2.19], [0.16, -1.84, -5.25], [-0.94, -1.53, -5.93], [-1.94, -2.56, -6.29], [-2.95, -2.28, -6.92], [-1.66, -3.95, -5.86], [-0.56, -4.26, -5.18], [0.44, -3.23, -4.82], [1.45, -3.51, -4.19], [0.90, -1.10, -4.98], [-1.16, -0.52, -6.25], [-2.40, -4.69, -6.13], [-0.34, -5.27, -4.86], [-2.66, -6.19, 6.89], [-2.58, -6.40, 5.57], [-1.57, -5.71, 4.75], [-1.50, -5.90, 3.54], [-0.64, -4.79, 5.43], [-0.72, -4.58, 6.75], [-1.73, -5.27, 7.58], [-1.80, -5.08, 8.78], [-3.39, -6.69, 7.51], [-3.25, -7.08, 5.06], [0.10, -4.30, 4.81], [-0.05, -3.91, 7.27], [-5.15, -4.71, -3.77], [-5.44, -4.00, -2.67], [-4.96, -4.42, -1.34], [-5.22, -3.78, -0.34], [-4.14, -5.65, -1.28], [-3.85, -6.36, -2.38], [-4.34, -5.93, -3.71], [-4.07, -6.58, -4.71], [-5.50, -4.41, -4.75], [-6.04, -3.10, -2.71], [-3.79, -5.95, -0.30], [-3.26, -7.26, -2.34]],
  "total_charge": 1,
  "homo_lumo_gap_ev": 5.94,
  "total_energy_ev": -85955.167
}